Computed, not measured: a structure of composition C24H12Cl5N3Sn in a non-equilibrium geometry, with ωB97M-V with the def2-TZVPD basis set.

Each line ends with the natural charge from an NBO analysis.
Element x y z (Å)
Sn1 1.3975 1.1491 -0.1071  1.580
C1 -0.5092 2.0164 3.9399  -0.249
C2 0.2512 2.0994 2.7738  0.121
N1 0.0494 1.2986 1.7359  -0.567
C3 -0.9190 0.3543 1.7846  0.252
C4 -1.6749 0.1541 2.9520  -0.114
C5 -1.4589 1.0324 4.0356  -0.053
C6 -2.6039 -0.9139 2.9998  -0.087
C7 -2.7584 -1.7369 1.9119  -0.196
C8 -2.0809 -1.4812 0.7175  -0.132
C9 -1.1940 -0.4124 0.5995  0.090
N2 -0.5793 0.0650 -0.5191  -0.494
C10 -0.9449 -0.0312 -1.8187  0.106
C11 -1.7894 -0.9712 -2.4166  -0.136
C12 -2.2814 -0.7811 -3.7068  -0.195
C13 -1.9304 0.3236 -4.4459  -0.079
C14 -0.9705 1.2380 -3.9478  -0.125
C15 -0.4825 2.3264 -4.7038  -0.045
C16 0.5225 3.1147 -4.2066  -0.245
C17 1.0432 2.8171 -2.9480  0.113
N3 0.5782 1.8197 -2.2070  -0.544
C18 -0.4271 1.0323 -2.6665  0.261
H1 -0.3349 2.7162 4.7449  0.264
H2 1.0547 2.8196 2.6900  0.228
H3 -2.0536 0.9210 4.9347  0.253
H4 -3.1797 -1.0727 3.9024  0.247
H5 -3.4285 -2.5839 1.9659  0.255
H6 -2.2388 -2.1539 -0.1093  0.230
H7 -2.0386 -1.8854 -1.9001  0.232
H8 -2.9482 -1.5206 -4.1290  0.256
H9 -2.3428 0.4738 -5.4355  0.248
H10 -0.9035 2.5222 -5.6829  0.252
H11 0.9198 3.9482 -4.7679  0.266
H12 1.8581 3.3971 -2.5299  0.230
Cl1 1.2236 -2.5581 -1.0837  0.052
C19 2.1544 -2.1361 0.3048  -0.088
C20 2.2624 -0.8172 0.7047  -0.387
C21 3.1049 -0.4992 1.7629  0.002
Cl2 3.3251 1.1711 2.1679  0.079
C22 3.7896 -1.4740 2.4754  -0.126
Cl3 4.7868 -1.0484 3.7926  0.121
C23 3.6616 -2.8084 2.0736  -0.055
Cl4 4.5341 -4.0193 2.8882  0.141
C24 2.8457 -3.1395 0.9857  -0.083
Cl5 2.7106 -4.7657 0.4881  0.123

Force components x, y, z for each atom (eV/Å):
Sn -0.82 -1.33 0.54
C -0.09 0.00 0.06
C 0.02 -0.08 -0.06
N 0.29 0.45 -0.16
C -0.10 -0.06 0.02
C 0.11 0.02 0.04
C 0.02 0.01 -0.01
C -0.04 -0.03 -0.11
C -0.04 0.02 0.15
C 0.10 -0.01 -0.17
C -0.10 -0.19 0.09
N 0.57 0.20 -0.18
C 0.06 0.19 -0.16
C 0.01 0.01 0.13
C 0.02 -0.01 -0.15
C -0.08 -0.13 -0.01
C 0.21 0.04 0.09
C -0.03 -0.03 -0.01
C -0.06 0.02 -0.03
C 0.08 -0.10 0.18
N -0.11 -0.18 0.17
C -0.01 -0.17 0.00
H 0.04 -0.04 -0.01
H -0.06 0.03 -0.03
H 0.03 0.00 -0.01
H 0.03 -0.03 0.01
H -0.01 0.02 -0.02
H -0.05 0.05 0.08
H -0.12 0.17 -0.04
H 0.00 0.01 0.01
H 0.02 0.02 0.01
H 0.02 -0.02 0.01
H 0.01 -0.01 0.02
H -0.02 -0.02 -0.01
Cl -0.09 0.12 -0.09
C -0.02 0.06 -0.15
C 0.16 1.01 -0.32
C -0.15 -0.12 -0.16
Cl 0.23 0.16 0.16
C 0.02 -0.04 0.01
Cl 0.02 0.00 0.03
C -0.02 0.07 -0.06
Cl -0.02 -0.03 0.03
C 0.00 -0.03 0.11
Cl -0.01 -0.03 -0.01

Computed properties:
Gap between HOMO and LUMO (alpha / beta) (eV): 5.64 / 5.57
ΔE to the lowest compared entry with this formula, charge and spin (kcal per mole): 31.1
DFT total energy (Eh): -3600.7507
Total charge: +2
HOMO energy (alpha / beta) (Eh): -0.526 / -0.528
LUMO level (alpha / beta) (hartree): -0.319 / -0.323
Molecular weight (g mol⁻¹): 638.36

---

Computed, not measured: the molecule C23H37N3O3 in a non-equilibrium geometry, with ωB97M-V with the def2-TZVPD basis set.

Each line ends with the natural charge from an NBO analysis.
Element x y z (Å)
C1 -6.8871 -1.0212 -1.3477  -0.596
C2 -5.5858 -1.0648 -0.5475  -0.218
C3 -5.6485 -2.1828 0.4890  -0.609
C4 -4.4047 -1.2394 -1.5079  -0.402
C5 -3.0254 -1.3008 -0.8432  -0.211
N1 -2.7768 -0.2112 0.0927  -0.494
C6 -2.6616 1.0991 -0.5329  -0.223
C7 -1.2995 1.3561 -1.1871  -0.237
N2 -0.2654 1.1765 -0.1882  -0.464
C8 1.0358 1.7109 -0.5535  -0.029
C9 1.8529 0.8751 -1.5524  -0.442
C10 3.1703 1.6015 -1.8458  -0.210
N3 3.9474 1.8474 -0.6521  -0.437
C11 4.8425 0.8929 -0.1858  0.184
C12 5.7431 1.2294 0.8314  -0.263
C13 6.7024 0.3465 1.3095  -0.234
C14 6.7625 -0.8983 0.7336  0.182
C15 5.8873 -1.2456 -0.2899  0.322
C16 4.9258 -0.3888 -0.7616  -0.352
O1 6.1463 -2.5316 -0.6958  -0.494
C17 7.2202 -2.9772 0.1047  0.238
O2 7.6025 -1.9582 0.9992  -0.483
C18 3.2017 2.6559 0.2903  -0.203
C19 1.8925 1.9647 0.6907  -0.415
C20 -0.2928 -0.1943 0.2794  -0.237
C21 -1.6378 -0.4637 0.9783  -0.027
C22 -1.7308 0.3582 2.2719  -0.444
C23 -3.0122 0.0703 3.0571  -0.052
O3 -4.1669 0.5294 2.4101  -0.748
H1 -7.7331 -0.8500 -0.6867  0.209
H2 -7.0452 -1.9629 -1.8701  0.198
H3 -6.8625 -0.2211 -2.0846  0.204
H4 -5.4746 -0.1102 -0.0249  0.197
H5 -4.7776 -2.1649 1.1370  0.207
H6 -6.5309 -2.0629 1.1125  0.215
H7 -5.7020 -3.1539 -0.0001  0.198
H8 -4.5339 -2.1720 -2.0635  0.207
H9 -4.4266 -0.4279 -2.2388  0.197
H10 -2.9535 -2.2330 -0.2776  0.200
H11 -2.2691 -1.3483 -1.6435  0.173
H12 -2.8190 1.8532 0.2415  0.210
H13 -3.4532 1.2083 -1.2740  0.204
H14 -1.1636 0.6807 -2.0520  0.158
H15 -1.2708 2.3845 -1.5536  0.206
H16 0.8334 2.6869 -1.0154  0.189
H17 2.0628 -0.1049 -1.1214  0.203
H18 1.2944 0.7367 -2.4803  0.210
H19 3.7755 1.0509 -2.5665  0.211
H20 2.9418 2.5803 -2.2853  0.193
H21 5.7187 2.2201 1.2549  0.211
H22 7.3822 0.6326 2.0942  0.227
H23 4.2694 -0.7205 -1.5461  0.224
H24 6.9086 -3.8699 0.6718  0.154
H25 8.0740 -3.2419 -0.5408  0.154
H26 3.7990 2.8466 1.1793  0.211
H27 2.9804 3.6167 -0.1876  0.189
H28 2.1389 1.0220 1.1816  0.200
H29 1.3367 2.5838 1.3948  0.219
H30 -0.1694 -0.9145 -0.5502  0.167
H31 0.5148 -0.3561 0.9928  0.209
H32 -1.6711 -1.5249 1.2562  0.200
H33 -0.8741 0.1034 2.8977  0.209
H34 -1.6722 1.4202 2.0395  0.219
H35 -3.0849 -1.0142 3.2449  0.142
H36 -2.9790 0.5796 4.0246  0.178
H37 -4.1027 0.2118 1.4928  0.491

Force components x, y, z for each atom (eV/Å):
C 0.21 0.14 0.18
C -0.03 -0.21 -0.22
C 0.05 0.31 -0.09
C 0.11 0.18 0.33
C -0.11 -0.11 -0.28
N -0.16 -0.16 0.03
C 0.11 0.23 -0.22
C -0.23 -0.06 0.05
N -0.11 0.09 -0.05
C 0.25 -0.15 0.17
C -0.09 0.32 0.00
C -0.06 -0.22 -0.09
N -0.10 0.37 -0.31
C 0.46 -0.20 0.19
C -0.21 0.11 -0.01
C 0.11 -0.47 -0.06
C -0.40 -0.07 -0.43
C 0.46 0.16 0.52
C 0.02 -0.14 -0.04
O -0.41 0.45 -0.16
C 0.59 -1.16 -0.03
O -0.01 0.45 0.22
C -0.15 -0.11 0.33
C 0.01 0.26 -0.29
C -0.19 -0.19 0.05
C 0.49 0.07 0.35
C -0.45 -0.25 -0.06
C 0.44 -0.09 0.15
O -0.49 0.22 -0.21
H -0.14 0.01 0.03
H -0.04 -0.12 -0.08
H -0.04 0.07 -0.11
H -0.02 0.01 -0.02
H 0.12 -0.07 0.16
H -0.07 -0.04 0.11
H 0.00 -0.15 -0.06
H -0.03 -0.01 -0.09
H -0.02 -0.03 -0.11
H 0.06 0.03 -0.02
H 0.00 -0.07 0.10
H -0.03 0.05 -0.09
H -0.05 0.04 0.03
H 0.02 0.06 -0.01
H -0.01 -0.02 -0.03
H 0.04 -0.03 0.01
H -0.02 -0.09 -0.01
H -0.02 -0.08 -0.05
H -0.02 0.09 -0.02
H 0.02 -0.07 -0.06
H -0.01 0.11 -0.01
H 0.10 0.06 0.11
H -0.15 -0.01 -0.11
H 0.01 0.26 -0.10
H -0.20 0.14 0.12
H -0.01 0.09 -0.09
H 0.03 0.02 0.08
H 0.01 -0.06 0.07
H -0.06 0.01 0.06
H 0.08 0.04 0.05
H 0.02 -0.07 0.00
H -0.03 0.08 -0.05
H 0.10 0.02 0.03
H 0.06 0.06 0.08
H 0.05 0.06 0.07
H 0.05 -0.12 -0.03
H 0.10 -0.01 0.02

Computed properties:
Gap between HOMO and LUMO (eV): 7.94
ΔE to the lowest compared entry with this formula, charge and spin (kcal per mole): 37.3
DFT total energy (Eh): -1288.5663
Total charge: 0
Structure (SMILES): CC(C)CCN1CCN(C2CCN(c3ccc4c(c3)OCO4)CC2)C[C@H]1CCO
HOMO energy (Eh): -0.266
LUMO level (hartree): 0.026
Molecular weight (g mol⁻¹): 403.57

---

Computed, not measured: a structure of composition C3H6ClN in a non-equilibrium geometry, with ωB97M-V with the def2-TZVPD basis set.

Each line ends with the natural charge from an NBO analysis.
Element x y z (Å)
C1 1.7592 0.3651 0.3425  -0.324
C2 0.3946 0.9206 -0.2012  -0.239
C3 -0.4853 -0.1254 0.4363  -0.270
H1 1.5885 -1.2678 -0.8198  0.375
H2 3.5769 0.0072 -1.0179  0.367
H3 1.4156 0.1036 1.3431  0.203
H4 2.1193 1.3803 0.8580  0.205
H5 0.1304 1.6113 -1.1743  0.267
H6 -0.1865 -1.1155 1.2694  0.281
N1 2.6853 -0.7254 -0.2600  -0.813
Cl1 -2.2031 -0.1531 -0.1237  -0.053

Force components x, y, z for each atom (eV/Å):
C 0.88 4.01 2.27
C -2.22 -6.17 0.77
C 1.03 1.90 -2.00
H 4.80 1.83 0.91
H -3.99 -3.15 2.06
H 0.27 -1.39 -0.16
H 1.27 -1.74 -1.88
H 0.58 -1.93 2.95
H -0.93 3.67 -2.87
N -2.70 3.15 -2.83
Cl 1.01 -0.17 0.78

Computed properties:
Gap between HOMO and LUMO (eV): 9.53
ΔE to the lowest compared entry with this formula, charge and spin (kcal per mole): 156.2
DFT total energy (Eh): -632.5778
Total charge: 0
HOMO energy (Eh): -0.339
LUMO level (hartree): 0.011
Molecular weight (g mol⁻¹): 91.54

---

Computed, not measured: the molecule C21H20N2O3, with ωB97M-V with the def2-TZVPD basis set.

Each line ends with the natural charge from an NBO analysis.
Element x y z (Å)
C1 -5.8526 -0.8310 -0.9204  -0.607
C2 -5.0276 -1.2644 0.2915  -0.166
C3 -4.9317 -2.7918 0.3355  -0.598
C4 -5.6843 -0.7532 1.5844  -0.593
C5 -3.6146 -0.6931 0.2906  0.612
O1 -2.6811 -1.2490 0.8029  -0.530
C6 -3.4295 0.6822 -0.3566  -0.198
O2 -2.0935 1.1123 -0.1817  -0.495
C7 -1.1847 0.4414 -0.9094  0.788
O3 -1.4795 -0.3280 -1.7887  -0.580
C8 0.2163 0.7291 -0.4986  -0.095
C9 1.0716 -0.3453 -0.4728  -0.191
C10 2.4104 -0.1629 -0.0585  0.208
C11 3.3522 -1.2858 0.0047  -0.118
C12 4.7240 -1.0515 -0.1015  -0.135
C13 5.5984 -2.1200 -0.0398  -0.256
C14 5.0700 -3.3930 0.1237  0.041
N1 3.7749 -3.6275 0.2479  -0.416
C15 2.9416 -2.6065 0.1953  0.055
N2 2.8785 1.0162 0.2791  -0.405
C16 2.0725 2.0890 0.2419  0.141
C17 2.6246 3.3384 0.5986  -0.183
C18 1.8571 4.4676 0.5656  -0.205
C19 0.5120 4.3980 0.1714  -0.205
C20 -0.0547 3.2021 -0.1769  -0.208
C21 0.7008 2.0147 -0.1407  -0.009
H1 -6.0337 0.2408 -0.9237  0.206
H2 -6.8172 -1.3337 -0.8934  0.220
H3 -5.3540 -1.1094 -1.8458  0.218
H4 -4.3025 -3.1045 1.1643  0.231
H5 -4.4922 -3.1672 -0.5855  0.215
H6 -5.9193 -3.2293 0.4569  0.206
H7 -5.7750 0.3308 1.5772  0.203
H8 -6.6795 -1.1810 1.6811  0.217
H9 -5.0957 -1.0469 2.4503  0.223
H10 -3.6637 0.6116 -1.4245  0.229
H11 -4.0620 1.4289 0.1247  0.219
H12 0.7110 -1.3156 -0.7746  0.239
H13 5.0724 -0.0385 -0.2338  0.236
H14 6.6643 -1.9730 -0.1216  0.220
H15 5.7077 -4.2665 0.1625  0.192
H16 1.8982 -2.8577 0.3321  0.194
H17 3.6632 3.3637 0.8887  0.225
H18 2.2804 5.4234 0.8373  0.216
H19 -0.0774 5.3026 0.1416  0.215
H20 -1.0884 3.1598 -0.4809  0.225

Force components x, y, z for each atom (eV/Å):
C 0.19 -0.01 0.13
C -0.08 -0.37 0.20
C 0.11 0.21 0.07
C 0.12 -0.05 -0.12
C -0.26 0.27 -0.22
O 0.07 -0.06 0.07
C 0.14 -0.24 -0.20
O 0.11 0.20 0.18
C -0.18 -0.25 -0.37
O 0.06 0.13 0.17
C 0.45 -0.29 0.11
C -0.31 0.37 -0.01
C -0.23 0.48 0.05
C 0.44 -0.45 0.03
C -0.16 -0.13 0.00
C -0.11 0.01 -0.01
C 0.25 0.09 -0.01
N -0.09 -0.57 0.07
C -0.09 0.49 -0.08
N 0.36 -0.48 0.04
C -0.64 0.23 -0.16
C -0.10 0.24 0.00
C 0.26 -0.11 0.07
C -0.26 -0.13 -0.11
C -0.12 0.34 0.02
C 0.39 -0.17 0.10
H -0.05 0.14 -0.06
H -0.09 -0.01 0.01
H 0.01 -0.01 -0.16
H 0.02 -0.07 0.03
H 0.05 -0.10 -0.09
H -0.14 -0.02 -0.01
H -0.05 0.14 0.05
H -0.12 -0.01 0.00
H 0.03 -0.03 0.10
H -0.08 0.06 0.20
H -0.01 -0.05 -0.06
H -0.04 -0.07 -0.03
H 0.03 0.06 0.00
H 0.08 -0.01 -0.02
H 0.13 -0.01 0.00
H -0.14 0.09 -0.01
H 0.10 -0.01 0.03
H 0.06 0.05 0.03
H -0.07 0.04 -0.02
H -0.04 0.04 0.01

Computed properties:
Gap between HOMO and LUMO (eV): 8.34
ΔE to the lowest compared entry with this formula, charge and spin (kcal per mole): 36.3
DFT total energy (Eh): -1147.4980
Total charge: 0
Structure (SMILES): CC(C)(C)C(=O)COC(=O)c1cc(-c2cccnc2)nc2ccccc12
HOMO energy (Eh): -0.318
LUMO level (hartree): -0.012
Molecular weight (g mol⁻¹): 348.40